No. 1
{
  "formula": "C49H43BiI2N5O8P2",
  "method": "ωB97M-V with the def2-TZVPD basis set",
  "energy_ev": -115963.257,
  "charge": -1,
  "lumo_ev": 2.17,
  "elements": ["Bi", "I", "I", "P", "P", "O", "O", "O", "O", "O", "O", "O", "O", "N", "N", "N", "N", "N", "C", "C", "C", "C", "C", "C", "C", "C", "C", "C", "C", "C", "C", "C", "C", "C", "C", "C", "C", "C", "C", "C", "C", "C", "C", "C", "C", "C", "C", "C", "C", "C", "C", "C", "C", "C", "C", "C", "C", "C", "C", "C", "C", "C", "C", "C", "C", "C", "C", "H", "H", "H", "H", "H", "H", "H", "H", "H", "H", "H", "H", "H", "H", "H", "H", "H", "H", "H", "H", "H", "H", "H", "H", "H", "H", "H", "H", "H", "H", "H", "H", "H", "H", "H", "H", "H", "H", "H", "H", "H", "H", "H"],
  "positions_angstrom": [[-0.045, 0.833, 0.851], [-5.123, -2.489, 6.434], [-3.098, 2.714, 4.371], [0.968, -1.937, -0.541], [-0.626, 0.203, -2.003], [1.791, 1.860, -0.891], [-1.979, -0.411, 0.256], [-1.137, 0.744, 2.848], [-1.797, 2.638, -1.789], [2.908, 3.999, 1.763], [-3.727, -1.538, 0.495], [-0.433, 3.857, 2.394], [1.730, 2.090, 1.758], [-3.023, -0.703, 0.995], [-1.062, 2.783, 0.428], [2.757, -0.762, 3.064], [0.432, -2.056, 2.894], [0.032, -1.389, -1.841], [-4.633, -0.124, -2.987], [-1.935, -1.421, 3.648], [4.353, -0.643, 5.326], [0.093, -5.552, 1.150], [4.441, -3.744, -3.040], [-1.968, 4.899, 0.853], [4.776, -0.060, 4.138], [-2.225, -1.166, -3.858], [3.960, 2.911, -0.680], [-1.898, -4.835, 0.010], [-2.229, -0.247, -2.811], [2.098, 0.484, -5.114], [-1.000, -2.328, 2.859], [0.085, -3.471, -0.065], [-3.447, 0.276, -2.392], [-2.843, -2.089, 4.462], [-3.411, -1.579, -4.447], [-1.232, -5.772, 0.783], [3.121, -1.266, 5.363], [1.860, 4.246, -0.979], [-0.336, 1.619, -4.433], [-2.347, 4.528, -0.421], [0.746, -4.406, 0.734], [-3.784, -1.419, 5.213], [-3.283, 6.856, 0.686], [-3.841, -0.042, 5.175], [2.116, -3.745, -2.420], [-1.946, 0.001, 3.570], [-3.191, 5.312, -1.181], [0.281, 1.962, -5.625], [3.939, -0.147, 3.044], [1.497, 1.389, -5.975], [-4.620, -1.061, -4.008], [-1.244, -3.681, -0.410], [-1.074, 3.823, 1.383], [-2.940, 0.629, 4.368], [-2.420, 6.062, 1.436], [3.156, -4.257, -3.178], [-3.659, 6.489, -0.603], [0.980, -1.939, 4.227], [1.481, 0.146, -3.915], [2.344, -1.300, 4.206], [2.343, -2.709, -1.515], [2.475, 3.006, -0.353], [0.248, 0.692, -3.568], [3.632, -2.201, -1.386], [-1.724, 3.198, -0.709], [4.679, -2.715, -2.143], [2.344, 3.068, 1.204], [0.666, -1.221, 2.383], [2.162, 4.343, -2.024], [-5.572, 0.284, -2.635], [-0.199, -2.070, -2.553], [4.973, -0.601, 6.212], [3.820, -1.400, -0.678], [5.255, -4.149, -3.629], [2.396, 1.108, -0.841], [1.770, -4.217, 1.034], [4.391, 2.003, -0.244], [-2.126, 6.326, 2.444], [-5.549, -1.393, -4.457], [0.344, -1.346, 4.900], [0.773, 4.185, -0.943], [1.965, -0.562, -3.255], [1.119, -4.160, -2.523], [-3.480, 5.013, -2.180], [-1.746, -6.663, 1.120], [2.185, 5.122, -0.420], [5.724, 0.455, 4.071], [-2.792, -3.171, 4.509], [-2.936, -4.988, -0.258], [-4.573, 0.512, 5.744], [-1.288, -1.556, -4.241], [5.678, -2.312, -2.026], [-3.467, 0.987, -1.580], [-1.284, 2.067, -4.161], [1.977, 1.654, -6.909], [4.213, 0.305, 2.098], [2.969, -5.063, -3.877], [-0.191, 2.674, -6.292], [4.117, 2.899, -1.761], [-1.789, -2.931, -0.973], [-4.333, 7.126, -1.162], [-1.125, -3.345, 3.243], [-3.673, 7.773, 1.110], [4.475, 3.765, -0.245], [-1.321, -2.353, 1.814], [2.755, -1.725, 6.274], [1.058, -2.943, 4.660], [3.047, 0.030, -5.374], [-3.387, -2.303, -5.252], [0.610, -6.275, 1.770]],
  "forces_ev_per_a": [[-0.524, 0.586, 1.085], [0.117, 0.084, -0.110], [0.107, -0.028, -0.153], [-0.012, -0.524, -0.682], [0.236, -0.901, -0.884], [-0.029, -0.041, -0.055], [0.179, -0.001, -0.009], [0.306, -0.313, -0.074], [0.045, -0.002, 0.085], [-0.086, -0.069, -0.034], [-0.163, -0.208, -0.006], [-0.149, -0.019, 0.114], [-0.158, -0.219, -0.070], [-0.080, 0.291, -0.235], [-0.077, 0.134, -0.299], [-0.085, 0.091, -0.001], [-0.219, -0.012, 0.135], [-0.141, 0.294, 0.071], [-0.020, -0.052, -0.018], [0.200, -0.093, 0.167], [-0.012, 0.010, 0.038], [-0.006, -0.034, 0.015], [0.003, 0.034, 0.018], [-0.108, -0.063, -0.097], [-0.001, -0.021, 0.029], [-0.016, 0.027, -0.028], [-0.028, -0.025, -0.035], [-0.009, -0.025, 0.001], [-0.021, 0.116, 0.204], [-0.011, 0.023, 0.009], [0.130, 0.204, -0.044], [0.028, 0.067, 0.052], [0.059, -0.020, 0.169], [0.165, 0.009, 0.018], [0.049, -0.055, -0.037], [-0.011, 0.044, 0.013], [0.047, -0.024, 0.034], [-0.029, -0.084, -0.064], [-0.036, 0.008, 0.108], [0.003, 0.042, 0.175], [0.030, 0.059, -0.088], [-0.253, -0.123, 0.198], [0.041, 0.018, 0.068], [0.051, -0.009, -0.121], [0.007, -0.011, -0.001], [-0.324, 0.061, 0.054], [-0.013, -0.001, -0.071], [0.016, 0.020, -0.016], [-0.057, 0.010, -0.071], [0.032, 0.009, 0.023], [-0.025, 0.025, 0.010], [-0.014, 0.008, -0.108], [0.120, 0.029, 0.054], [0.201, 0.156, -0.055], [0.003, 0.025, 0.057], [-0.010, -0.011, -0.028], [0.001, -0.037, -0.085], [-0.054, -0.032, -0.142], [-0.029, -0.008, 0.047], [0.113, -0.063, -0.062], [0.097, 0.113, 0.327], [0.166, 0.243, 0.263], [-0.011, 0.222, 0.150], [-0.032, 0.024, 0.054], [-0.026, 0.040, -0.024], [0.009, 0.009, -0.019], [0.208, -0.082, -0.130], [0.171, 0.073, -0.020], [-0.025, -0.032, -0.005], [0.008, -0.003, 0.008], [0.008, -0.011, -0.068], [-0.006, -0.002, -0.003], [0.002, -0.024, 0.014], [-0.011, -0.004, -0.001], [0.031, 0.018, -0.024], [-0.020, -0.055, 0.026], [0.011, 0.011, -0.008], [0.021, 0.021, -0.022], [0.008, 0.020, -0.016], [-0.022, 0.010, 0.027], [-0.024, 0.029, 0.010], [-0.015, -0.059, 0.001], [0.008, -0.026, 0.023], [-0.002, -0.004, 0.011], [0.008, -0.006, -0.011], [0.016, 0.004, -0.001], [-0.005, 0.011, -0.029], [-0.025, -0.003, -0.034], [0.004, 0.030, 0.019], [0.003, -0.019, 0.032], [0.002, 0.004, -0.024], [-0.008, -0.004, -0.006], [-0.006, -0.027, 0.019], [-0.016, 0.002, -0.042], [-0.017, -0.011, -0.005], [0.031, 0.051, -0.006], [-0.007, 0.009, 0.003], [-0.011, 0.004, 0.025], [-0.026, -0.031, -0.001], [0.011, -0.001, 0.042], [0.004, 0.008, 0.011], [-0.122, -0.011, -0.042], [0.003, -0.006, 0.001], [0.016, -0.007, 0.008], [0.125, 0.035, 0.093], [-0.023, 0.020, -0.009], [-0.009, 0.022, 0.094], [0.007, 0.017, 0.017], [-0.001, 0.008, 0.004], [0.010, 0.017, -0.002]]
}

No. 2
{
  "formula": "C23H53BF3NO11",
  "method": "ωB97M-V with the def2-TZVPD basis set",
  "energy_ev": -57553.134,
  "smiles": "COB(O)C(=O)O[C@H](CCCCN(C)C(C)=O)C[C@H](O)C(F)(F)F.CCO.CCO.CCO.CCO.CCO",
  "lumo_ev": 0.02,
  "elements": ["F", "F", "F", "O", "O", "O", "O", "O", "O", "O", "O", "O", "O", "O", "N", "C", "C", "C", "C", "C", "C", "C", "C", "C", "C", "C", "C", "C", "C", "C", "C", "C", "C", "C", "C", "C", "C", "C", "B", "H", "H", "H", "H", "H", "H", "H", "H", "H", "H", "H", "H", "H", "H", "H", "H", "H", "H", "H", "H", "H", "H", "H", "H", "H", "H", "H", "H", "H", "H", "H", "H", "H", "H", "H", "H", "H", "H", "H", "H", "H", "H", "H", "H", "H", "H", "H", "H", "H", "H", "H", "H", "H"],
  "positions_angstrom": [[-2.797, -3.930, -1.237], [-1.498, -5.520, -2.025], [-1.414, -4.982, 0.097], [-0.076, 4.610, -0.094], [-3.597, 0.446, -2.278], [2.629, 6.090, 0.949], [-3.574, 0.412, 0.700], [-4.046, -3.205, 5.990], [0.664, -4.111, -2.006], [-5.273, -1.569, 4.018], [5.262, -2.772, 0.685], [-1.864, 2.067, 0.350], [-1.369, 0.115, -2.120], [3.596, -1.522, -5.202], [3.533, -1.876, -0.575], [1.579, -0.510, -2.345], [-7.602, -2.150, 4.427], [4.193, -2.202, 0.637], [-0.447, -3.446, -1.436], [-3.554, 0.670, 2.116], [-6.546, -1.758, 3.410], [-1.889, -3.328, 7.121], [2.978, 0.058, -2.076], [-1.558, -4.474, -1.172], [-0.757, -0.974, -1.443], [3.452, 6.193, -0.205], [4.123, -2.592, -1.717], [3.592, -0.402, -0.762], [3.069, 7.380, -1.071], [4.150, -0.193, -7.171], [3.455, -1.811, 1.899], [-3.041, -2.450, 6.669], [-0.884, -2.245, -2.270], [-1.183, 6.783, 0.052], [4.523, -1.359, -6.274], [0.696, -0.605, -1.115], [-2.592, 0.474, -1.587], [-0.743, 5.632, -0.835], [-2.663, 1.023, -0.076], [1.077, -1.309, -0.386], [-6.469, -2.522, 2.627], [-6.809, -0.814, 2.933], [2.433, -2.161, 1.838], [-7.683, -1.386, 5.202], [-1.674, 7.562, -0.533], [3.981, -2.256, 2.728], [-1.605, 5.199, -1.352], [3.463, -0.733, 1.985], [-1.441, -3.836, 6.267], [-0.326, 7.224, 0.566], [4.640, -0.098, -0.721], [4.582, -3.512, -1.390], [4.475, 6.300, 0.153], [-7.335, -3.088, 4.917], [-0.035, 5.978, -1.587], [4.578, -2.286, -6.854], [-1.918, -2.309, -2.589], [1.722, 5.972, 0.647], [-2.698, -1.697, 5.963], [-4.139, 1.557, 2.320], [-0.695, 4.277, 0.562], [-0.277, -2.192, -3.161], [-5.011, -2.402, 4.437], [3.167, -0.351, -7.621], [2.730, -1.687, -5.585], [2.954, 1.142, -2.084], [-3.490, -1.934, 7.523], [1.076, 0.159, -3.037], [3.137, 8.305, -0.498], [-1.243, -1.189, -0.487], [-1.031, 1.762, 0.708], [-4.382, -3.871, 6.596], [3.340, -2.850, -2.418], [-4.038, -0.168, 2.598], [-2.550, 0.755, 2.508], [4.873, -2.000, -2.227], [0.654, 0.384, -0.664], [3.389, 5.264, -0.784], [3.061, 0.092, 0.041], [-1.880, 6.435, 0.816], [-0.145, -3.106, -0.452], [1.688, -1.452, -2.866], [4.878, -0.066, -7.973], [3.622, -0.251, -2.890], [1.408, -3.981, -1.424], [-2.236, -4.095, 7.816], [-1.120, -2.736, 7.619], [2.038, 7.285, -1.420], [4.102, 0.730, -6.593], [5.495, -1.191, -5.814], [-8.578, -2.274, 3.954], [3.720, 7.459, -1.943]],
  "forces_ev_per_a": [[0.639, -0.417, 0.093], [-0.312, 0.706, 0.471], [-0.195, 0.228, -0.873], [0.267, 0.313, -0.038], [1.621, 0.164, 0.792], [0.131, 0.163, -0.009], [0.486, 0.098, 0.261], [0.083, -0.021, -0.098], [-0.267, -0.078, -0.236], [-0.123, -0.023, -0.177], [-0.465, -0.057, -0.096], [-0.122, -0.110, 0.073], [-0.610, 0.039, -0.055], [0.160, 0.050, 0.089], [0.733, -0.187, 0.093], [0.223, 0.470, 0.008], [0.027, 0.042, 0.036], [0.170, -0.098, 0.225], [0.171, -0.095, -0.201], [-0.640, -0.287, -0.211], [0.120, -0.150, 0.129], [-0.045, -0.060, -0.085], [-0.097, -0.522, 0.061], [-0.042, -0.620, 0.326], [1.055, -0.155, 0.262], [-0.235, -0.020, -0.019], [-0.269, 0.056, 0.029], [-0.357, -0.105, -0.320], [0.000, 0.027, 0.061], [-0.035, 0.023, 0.081], [0.359, -0.034, -0.589], [-0.026, -0.115, 0.126], [-0.424, 0.130, 0.105], [0.098, -0.053, 0.045], [-0.201, -0.003, -0.093], [-0.593, 0.081, -0.447], [-1.598, 0.064, -1.145], [-0.216, -0.083, 0.142], [-0.208, -0.393, -0.149], [0.258, -0.114, 0.178], [-0.082, 0.046, -0.054], [0.039, 0.019, -0.028], [-0.273, -0.008, 0.097], [-0.017, 0.030, -0.019], [-0.012, -0.007, -0.002], [0.034, -0.042, 0.323], [0.024, 0.049, -0.080], [-0.105, 0.261, 0.229], [0.023, 0.035, -0.017], [0.006, 0.039, -0.033], [0.142, 0.190, -0.004], [0.127, -0.135, 0.208], [0.013, -0.029, 0.044], [-0.025, -0.036, -0.042], [0.034, -0.069, -0.027], [0.090, 0.016, -0.016], [-0.177, -0.152, -0.065], [-0.095, -0.270, 0.044], [-0.069, 0.014, -0.055], [0.066, 0.319, 0.117], [-0.098, -0.099, -0.017], [0.178, -0.013, -0.209], [0.091, 0.204, 0.178], [0.025, -0.030, -0.055], [-0.095, -0.022, -0.012], [0.019, 0.269, 0.127], [0.046, 0.067, -0.015], [-0.074, 0.079, -0.274], [0.040, 0.004, 0.004], [-0.402, 0.287, 0.140], [0.445, 0.149, 0.027], [-0.038, -0.077, 0.035], [-0.140, 0.133, -0.317], [-0.108, -0.226, 0.092], [0.265, 0.200, -0.021], [0.247, 0.078, -0.133], [0.075, 0.154, 0.317], [0.084, 0.017, -0.045], [-0.056, -0.050, 0.351], [-0.053, 0.009, -0.036], [-0.208, 0.134, 0.355], [-0.075, -0.384, 0.099], [-0.008, -0.013, -0.011], [0.120, 0.066, -0.296], [0.404, -0.022, 0.173], [0.014, 0.041, 0.056], [-0.009, 0.003, 0.020], [0.015, -0.031, -0.052], [0.042, 0.008, 0.005], [0.001, -0.032, 0.065], [0.005, -0.016, -0.003], [-0.016, -0.009, -0.011]]
}